Record 1
The following is a quantum chemistry calculation of 8 unconnected molecules or ions with the total composition C22H60N3O9 in a non-equilibrium geometry, from OMol25.

Last column: Löwdin charge in e.
Element x y z (Å)
N  0.99712  0.34905  -3.74935  0.21
C  1.38140  -0.95782  -3.50643  -0.17
N  2.63861  -1.24493  -2.71233  0.07
C  2.31897  -2.24544  -1.58964  -0.10
C  0.67747  -2.51784  -1.45927  -0.26
O  0.43790  -3.51173  -0.36139  -0.08
C  0.18577  -3.09807  -2.91035  -0.25
C  -1.32266  -3.72711  -2.94717  -0.13
C  -2.46270  -2.91347  -2.10917  -0.19
C  -3.44072  -1.94655  -3.02435  -0.16
C  -4.90866  -1.86888  -2.23497  -0.24
O  -5.88296  -1.29067  -3.17553  -0.13
N  0.45269  -2.06454  -4.02514  0.05
H  0.29023  0.51323  -4.51213  0.15
H  1.37295  1.09878  -3.11089  0.16
H  2.98255  -0.36769  -2.21750  0.10
H  2.76278  -1.91058  -0.55146  0.14
H  2.76197  -3.28703  -1.96853  0.15
H  0.09186  -1.54013  -1.10494  0.17
H  0.11394  -2.95290  0.43002  0.13
H  0.92511  -3.99938  -3.16915  0.16
H  -1.63571  -3.78530  -4.09766  0.12
H  -1.24984  -4.84340  -2.55882  0.13
H  -3.18860  -3.73691  -1.63987  0.11
H  -2.08087  -2.27609  -1.20727  0.09
H  -3.62777  -2.44945  -4.06568  0.11
H  -2.98222  -0.87361  -3.13130  0.10
H  -4.72478  -1.22503  -1.27083  0.13
H  -5.24759  -2.95901  -1.88731  0.13
H  -6.38715  -0.58403  -2.66624  0.11
H  0.94123  -2.56999  -4.82434  0.15
C  5.08778  1.43298  1.28752  -0.07
C  4.06456  0.39506  0.87519  -0.32
O  3.45305  0.77630  -0.34839  -0.12
H  4.61535  2.41390  1.40427  0.08
H  5.56532  1.15629  2.23171  0.08
H  5.86082  1.54129  0.51974  0.08
H  3.28229  0.30586  1.63472  0.09
H  4.53151  -0.58578  0.74381  0.11
H  4.15501  0.84457  -1.01817  0.08
C  -2.89936  2.56875  -3.23236  -0.09
C  -2.87533  2.68103  -1.72203  -0.32
O  -2.16300  1.58584  -1.16562  -0.10
H  -3.37135  1.63015  -3.54099  0.07
H  -3.44893  3.40334  -3.67680  0.08
H  -1.88182  2.56138  -3.63655  0.06
H  -3.89296  2.66583  -1.32079  0.12
H  -2.39328  3.61088  -1.40526  0.11
H  -1.25830  1.61326  -1.52169  0.07
C  -0.03998  1.25467  4.44870  -0.09
C  0.72041  0.20142  3.66976  -0.32
O  2.05690  0.62936  3.45279  -0.11
H  -0.04355  2.20620  3.90686  0.08
H  -1.07386  0.94212  4.62047  0.08
H  0.43752  1.44103  5.41620  0.06
H  0.25282  0.03421  2.69498  0.11
H  0.73957  -0.74939  4.21101  0.11
H  2.46585  0.76696  4.32448  0.09
C  -1.27823  -1.20697  -8.13091  -0.09
C  -1.99551  -1.16461  -6.79749  -0.34
O  -2.34336  0.17415  -6.47628  -0.10
H  -0.37363  -0.59068  -8.10100  0.07
H  -0.99897  -2.23185  -8.39116  0.08
H  -1.91331  -0.80187  -8.92550  0.08
H  -1.34960  -1.54968  -6.00295  0.08
H  -2.90797  -1.76801  -6.82338  0.11
H  -2.92373  0.50403  -7.18365  0.09
C  -4.31518  -4.63301  1.49136  -0.09
C  -2.90370  -4.10509  1.64397  -0.32
O  -2.78229  -2.84972  0.99146  -0.12
H  -4.57208  -4.74418  0.43275  0.07
H  -4.42439  -5.60276  1.98507  0.08
H  -5.03903  -3.93402  1.92292  0.08
H  -2.18570  -4.79576  1.19204  0.11
H  -2.64388  -3.97891  2.69939  0.11
H  -3.41806  -2.24129  1.40572  0.10
C  1.05032  5.56811  7.17608  -0.09
C  0.30168  4.65249  6.22979  -0.32
O  0.42642  3.30467  6.65903  -0.11
H  2.10959  5.29406  7.21917  0.07
H  0.96794  6.61083  6.85662  0.08
H  0.65675  5.47892  8.19389  0.08
H  0.71242  4.72833  5.21870  0.11
H  -0.76066  4.91188  6.19112  0.11
H  0.05122  3.24624  7.55448  0.10
C  4.56414  3.53696  5.24382  -0.10
C  5.83150  2.70830  5.28118  -0.33
O  6.72777  3.14713  4.27094  -0.09
H  4.08035  3.45627  4.26482  0.07
H  3.86040  3.20827  6.01376  0.07
H  4.78944  4.59681  5.40121  0.08
H  5.60452  1.65331  5.10161  0.11
H  6.32795  2.79405  6.25254  0.11
H  6.92961  4.08266  4.44430  0.09

Results
frontier orbital gap	8.028	eV
electronic energy	-46672.5397	eV
LUMO energy	-3.83	eV
2S+1	1
total charge	+1
HOMO level	-11.86	eV

Record 2
The following is a quantum chemistry calculation of 5 unconnected molecules or ions with the total composition C22H61BN3O19P4 in a non-equilibrium geometry, from OMol25.

Last column: Löwdin charge in e.
Element x y z (Å)
C  -0.25266  -1.35393  -3.93082  -0.11
O  -1.02930  -0.16080  -3.80209  -0.20
C  -2.41944  -0.47695  -3.84441  -0.24
C  -3.22945  0.43300  -4.79375  -0.16
C  -3.89599  1.66314  -4.12800  -0.20
C  -4.81929  1.34189  -2.93171  -0.19
C  -6.28929  0.98232  -3.32831  -0.18
C  -6.70626  -0.33101  -2.59295  -0.16
C  -7.75781  -1.15489  -3.40571  -0.15
N  -8.77951  -0.28844  -4.08595  0.13
B  -9.78573  -1.22601  -4.69304  -0.69
O  -9.43863  -2.51291  -5.09015  0.19
O  -11.11114  -0.85089  -4.84832  0.02
C  -11.28164  0.06415  -5.97863  -0.02
C  -9.53308  0.44287  -3.14871  -0.38
N  -10.07460  -0.08782  -2.07706  0.29
N  -9.73174  1.75156  -3.41832  0.21
H  -0.45281  -1.85790  -4.89334  0.09
H  0.79973  -1.03146  -3.97137  0.09
H  -0.35409  -2.02661  -3.06460  0.09
H  -2.80092  -0.52216  -2.80754  0.11
H  -2.50640  -1.50791  -4.24317  0.11
H  -3.92734  -0.19278  -5.37527  0.11
H  -2.50812  0.82889  -5.53187  0.12
H  -3.13912  2.42606  -3.88720  0.12
H  -4.53644  2.13535  -4.90015  0.11
H  -4.87276  2.26158  -2.32040  0.11
H  -4.44522  0.56101  -2.25776  0.09
H  -6.45082  0.92623  -4.41504  0.11
H  -6.96496  1.76356  -2.92852  0.09
H  -7.10662  -0.11573  -1.58475  0.11
H  -5.86113  -1.01865  -2.44144  0.12
H  -8.21503  -1.91346  -2.73894  0.12
H  -7.18009  -1.71980  -4.14848  0.14
H  -9.55302  -3.07995  -4.30781  0.13
H  -12.19590  0.63530  -5.76592  0.10
H  -10.43582  0.77436  -5.95995  0.09
H  -11.33964  -0.49291  -6.92060  0.11
H  -9.69953  -1.00220  -1.83081  0.14
H  -10.07115  0.53547  -1.27219  0.16
H  -8.96630  2.41310  -3.41558  0.12
H  -10.66409  2.10012  -3.60747  0.14
C  4.73364  -5.46946  -2.94059  -0.09
O  4.20704  -4.78065  -1.80477  -0.22
P  3.55866  -3.35131  -2.03305  0.34
O  2.40158  -3.31659  -2.92627  -0.23
O  4.75870  -2.43001  -2.52142  -0.21
C  6.02353  -2.51260  -1.85752  -0.09
O  3.29079  -2.89213  -0.53941  -0.21
C  2.87811  -1.53908  -0.33354  -0.08
H  4.25989  -6.44694  -3.00822  0.09
H  4.56378  -4.92068  -3.86745  0.09
H  5.80513  -5.60519  -2.79501  0.09
H  6.70659  -3.10247  -2.47065  0.09
H  5.93618  -2.96755  -0.87061  0.09
H  6.42235  -1.50719  -1.74757  0.07
H  3.74054  -0.87535  -0.42273  0.08
H  2.47600  -1.45893  0.67377  0.09
H  2.10920  -1.24721  -1.05099  0.08
C  7.03142  -0.71120  2.73499  -0.08
O  6.38707  0.51252  2.37412  -0.21
P  6.71695  1.14774  0.96261  0.34
O  6.37932  0.32682  -0.20009  -0.22
O  8.26144  1.52628  1.03599  -0.22
C  8.77770  2.15054  2.21639  -0.09
O  5.95659  2.53532  1.06502  -0.21
C  6.18574  3.48644  0.02496  -0.09
H  6.26983  -1.44747  2.98549  0.09
H  7.65723  -1.09787  1.92954  0.09
H  7.64884  -0.52681  3.61399  0.09
H  9.30410  1.40325  2.80792  0.09
H  7.98947  2.59765  2.82136  0.07
H  9.48178  2.92652  1.91930  0.09
H  7.15598  3.96398  0.17231  0.09
H  5.40878  4.24459  0.08366  0.09
H  6.15149  3.01391  -0.95748  0.09
C  9.02416  1.10219  8.48575  -0.09
O  8.38328  2.33387  8.14324  -0.21
P  8.68386  2.96282  6.72085  0.34
O  8.31090  2.14178  5.57134  -0.22
O  10.23696  3.32747  6.75736  -0.22
C  10.78579  3.95416  7.91809  -0.09
O  7.94320  4.35877  6.83813  -0.21
C  8.15591  5.30620  5.79122  -0.08
H  8.26188  0.37481  8.75725  0.09
H  9.62227  0.70893  7.66306  0.09
H  9.66867  1.27685  9.34693  0.09
H  11.31872  3.20575  8.50468  0.09
H  10.01519  4.41743  8.53486  0.09
H  11.49071  4.71891  7.59723  0.09
H  9.13466  5.77354  5.91259  0.09
H  7.38906  6.07254  5.86877  0.09
H  8.09086  4.83262  4.81067  0.08
C  -4.65172  -3.87345  1.28315  -0.08
O  -5.17337  -3.18143  2.42129  -0.21
P  -5.70382  -1.70386  2.22392  0.33
O  -6.82106  -1.54998  1.28647  -0.25
O  -4.41278  -0.86400  1.81127  -0.22
C  -3.18350  -1.06958  2.51446  -0.09
O  -5.99662  -1.27410  3.71830  -0.21
C  -6.31771  0.09661  3.96201  -0.08
H  -5.19364  -4.80937  1.16404  0.09
H  -4.74085  -3.28465  0.36931  0.08
H  -3.60090  -4.09472  1.46613  0.09
H  -2.52809  -1.69129  1.90483  0.09
H  -3.34173  -1.54775  3.48119  0.09
H  -2.70901  -0.10274  2.67012  0.09
H  -5.40755  0.69762  3.92994  0.09
H  -6.75156  0.16973  4.95565  0.09
H  -7.03446  0.47066  3.22993  0.09

Results
frontier orbital gap	7.005	eV
electronic energy	-105012.0925	eV
LUMO energy	-4.00	eV
2S+1	1
total charge	+1
HOMO level	-11.01	eV